[1]
Molecular formula: C5H13NO
Method: DFT, the ωB97M-V functional and the def2-TZVPD basis

Properties
**Multiplicity**: 1
**Electronic energy**: -8932.033 eV
**SMILES**: CC(C)[C@H](N)CO
**Energy relative to the best compared isomer or geometry (same formula, charge and spin)**: 190.8 kJ/mol
**Orbital gap**: 10.46 eV
**HOMO level**: -9.6535 eV

Structure (XYZ):
```
20
Properties=species:S:1:pos:R:3:forces:R:3:lowdin_charge:R:1
C 1.26094 -0.81153 0.21524 -0.2 0.0 1.6 -0.204
O 2.46306 -0.78438 1.02679 -0.8 -1.3 1.2 -0.107
C 0.33736 0.34428 0.72705 0.6 -0.2 -3.2 -0.353
C -1.00697 0.30290 -0.00649 -1.8 -1.0 0.8 -0.370
C -0.98294 0.85101 -1.48210 0.0 2.1 2.3 -0.067
C -1.51618 -1.14193 -0.16552 -0.9 0.2 1.7 -0.123
N 1.02760 1.57679 0.26349 1.0 -0.9 1.4 0.026
H 0.70418 -1.82091 0.31950 1.4 1.6 -0.6 0.132
H 1.69990 -0.50699 -0.74115 -0.9 -0.7 -0.4 0.132
H 2.21254 -1.25646 1.86090 0.6 0.7 -0.9 0.105
H 0.30978 0.27503 1.79766 -0.5 -0.1 0.7 0.132
H -1.75569 0.77604 0.72141 0.8 0.1 -1.5 0.148
H -0.18339 1.58930 -1.46823 -0.3 0.4 -0.2 0.048
H -1.92755 1.37117 -1.72271 0.4 -0.6 -0.1 0.084
H -0.64250 0.17374 -2.21807 -0.2 -1.3 -0.7 0.058
H -1.54289 -1.75966 0.76713 0.2 0.6 -0.3 0.086
H -0.80098 -1.61072 -0.81327 -0.6 -0.7 -0.9 0.048
H -2.58454 -1.06972 -0.45698 0.8 -0.5 -0.6 0.089
H 0.94931 2.27131 0.99109 -0.1 0.4 0.1 0.076
H 1.97896 1.23072 0.38424 0.5 1.0 -0.2 0.062
```
Forces are in eV/Å.

***

[2]
Molecular formula: C2HClF2O2
Method: DFT, the ωB97M-V functional and the def2-TZVPD basis

Properties
**Multiplicity**: 1
**Electronic energy**: -24136.323 eV
**SMILES**: O=C=C(F)Cl.OF
**Energy relative to the best compared isomer or geometry (same formula, charge and spin)**: 610.9 kJ/mol
**Orbital gap**: 8.70 eV
**HOMO level**: -9.3908 eV

Structure (XYZ):
```
8
Properties=species:S:1:pos:R:3:forces:R:3:lowdin_charge:R:1
C 0.41949 0.44127 -0.58751 -0.1 1.2 0.0 -0.237
C 0.31968 -0.53202 -1.45307 2.0 -1.2 -1.1 -0.641
O 0.67755 1.39888 0.03770 -0.4 -0.9 -0.2 0.170
O -1.35269 0.44233 2.11173 -4.3 -2.3 -0.1 0.073
F -0.67420 -1.24829 -1.98533 0.2 0.7 0.7 0.041
F -0.59072 -0.55371 1.54976 0.9 -0.7 -0.2 -0.090
Cl 1.97939 -1.06232 -1.96241 -1.5 0.4 0.4 0.645
H -0.77849 1.11385 2.28914 3.3 2.9 0.6 0.039
```
Forces are in eV/Å.

***

[3]
Molecular formula: C3H10O3
Method: DFT, the ωB97M-V functional and the def2-TZVPD basis

Properties
**Multiplicity**: 1
**Electronic energy**: -9405.990 eV
**Energy relative to the best compared isomer or geometry (same formula, charge and spin)**: 920.7 kJ/mol
**Orbital gap**: 3.94 eV
**HOMO level**: -9.3349 eV

Structure (XYZ):
```
16
Properties=species:S:1:pos:R:3:forces:R:3:lowdin_charge:R:1
C -0.98104 -0.72422 0.17416 0.9 -0.4 0.2 -0.071
C 0.28442 -1.24726 -0.38162 -0.9 1.0 -0.4 -0.120
C 1.40370 -1.35502 0.38010 0.2 -0.5 0.0 0.139
O -0.53464 0.68229 -2.30799 -0.2 -0.1 0.4 -0.169
H -1.68664 -1.54960 0.31881 -0.2 0.1 0.7 0.118
H -0.61872 -0.30903 1.15896 -0.7 0.0 0.4 0.053
H -1.49669 0.02172 -0.43831 0.2 -0.4 -0.7 0.082
H 0.28612 -1.42718 -1.45311 0.2 -0.1 0.0 0.102
H 2.26510 -1.90967 0.07216 0.4 -0.1 -0.6 0.072
H -0.87162 1.15828 -3.07892 0.2 0.1 0.0 0.002
H -0.27590 1.57696 -1.00014 0.3 -0.3 0.3 -0.048
H 0.22405 1.80404 0.61025 -0.2 -0.9 -0.1 -0.022
O 0.02184 2.16949 -0.26245 0.0 1.4 -0.3 -0.034
H 1.50292 -0.91830 1.35039 -0.4 0.1 0.4 0.047
H 0.13902 1.31127 2.79882 -0.3 -0.1 0.0 0.020
O 0.33810 0.71621 2.05891 0.4 0.3 -0.3 -0.172
```
Forces are in eV/Å.

***

[4]
Molecular formula: C18H24N4O3
Method: DFT, the ωB97M-V functional and the def2-TZVPD basis

Properties
**Multiplicity**: 1
**Electronic energy**: -31160.167 eV
**SMILES**: CCOC(=O)CNC(=O)CN1CCC(c2nc3ccccc3[nH]2)CC1
**Energy relative to the best compared isomer or geometry (same formula, charge and spin)**: 127.4 kJ/mol
**Orbital gap**: 9.07 eV
**HOMO level**: -8.3961 eV

Structure (XYZ):
```
49
Properties=species:S:1:pos:R:3:forces:R:3:lowdin_charge:R:1
C 1.20609 -2.45699 3.27346 -0.1 0.4 -0.2 -0.048
C 0.25477 -1.27994 3.13181 -0.1 -0.3 0.6 -0.206
H 0.09243 -0.79208 4.09745 -0.1 -0.1 -0.2 0.121
H -0.70657 -1.59593 2.71657 0.1 0.1 0.0 0.121
O 0.79322 -0.31473 2.21801 -0.1 -0.3 -0.4 -0.051
C 1.32693 0.79833 2.73583 0.2 0.5 0.0 -0.475
O 1.29808 1.08633 3.90009 0.1 0.0 0.0 0.121
C 1.97733 1.67109 1.67133 0.2 0.0 0.0 -0.058
N 1.80527 1.21634 0.32093 -0.3 0.3 0.2 0.081
C 2.78129 0.54709 -0.33388 -0.2 0.0 -0.3 -0.486
O 3.87628 0.33477 0.13876 0.3 -0.1 0.1 0.073
C 2.36845 0.13620 -1.74156 0.1 -0.2 0.0 -0.103
N 1.08646 -0.54349 -1.73121 0.3 0.0 -0.1 -0.186
C 1.19149 -1.86764 -1.13896 0.1 -0.1 0.1 -0.159
C -0.20598 -2.44597 -0.85798 0.0 0.1 -0.1 -0.117
H -0.45448 -2.37369 0.20155 0.0 -0.1 0.1 0.096
H -0.21125 -3.50677 -1.11402 0.0 0.0 0.1 0.118
C -1.26674 -1.73449 -1.70251 0.0 -0.2 -0.1 -0.235
C -1.69076 -0.41123 -1.15282 -0.2 0.0 0.1 -0.295
N -2.56637 0.35780 -1.73390 -0.1 -0.3 -0.5 0.179
C -2.68506 1.46817 -0.93691 0.4 0.1 0.6 -0.226
C -3.47057 2.60611 -1.07711 0.1 -0.1 0.0 -0.018
C -3.37486 3.57433 -0.09899 -0.1 0.1 -0.1 -0.102
C -2.52766 3.42886 1.00098 0.1 0.1 0.1 -0.098
C -1.73960 2.30604 1.16228 0.1 0.0 0.1 -0.025
C -1.82680 1.33325 0.18054 -0.4 0.3 -0.3 -0.192
N -1.21185 0.11808 0.01281 -0.3 -0.2 0.1 0.167
H -0.49118 -0.27027 0.59887 0.1 0.0 0.0 0.107
H -1.09383 2.18965 2.02101 0.0 0.0 0.1 0.102
H -2.49041 4.21173 1.74383 0.0 0.1 0.1 0.099
H -3.97214 4.47064 -0.17904 -0.1 0.1 0.0 0.098
H -4.12904 2.71671 -1.92349 -0.1 0.0 -0.1 0.108
C -0.70410 -1.53842 -3.11432 0.0 0.1 0.1 -0.124
C 0.50896 -0.60211 -3.06854 0.0 0.1 -0.2 -0.174
H 1.25604 -0.93213 -3.81049 0.0 0.0 0.0 0.122
H 0.20330 0.41577 -3.32769 0.0 -0.1 -0.1 0.125
H -0.41900 -2.51413 -3.51129 0.0 0.0 0.0 0.116
H -1.47285 -1.11417 -3.75756 0.0 -0.1 0.0 0.113
H -2.16375 -2.36049 -1.76729 0.1 0.1 0.0 0.150
H 1.75494 -2.54603 -1.80254 0.0 0.0 0.0 0.130
H 1.75988 -1.77615 -0.21025 0.0 -0.1 0.0 0.115
H 2.27367 1.04807 -2.33927 0.0 0.0 0.0 0.136
H 3.17428 -0.47765 -2.17675 -0.1 0.1 0.1 0.135
H 0.90207 1.29715 -0.12053 0.1 0.0 -0.1 0.123
H 3.05536 1.66287 1.87693 -0.2 0.1 0.1 0.142
H 1.61114 2.69489 1.79354 0.0 -0.2 0.1 0.139
H 1.38950 -2.91792 2.30553 0.0 -0.1 -0.1 0.070
H 0.77265 -3.19549 3.94147 0.0 -0.1 0.1 0.081
H 2.15499 -2.12239 3.68534 0.1 0.0 0.1 0.086
```
Forces are in eV/Å.